A 12-piece molecular cluster, C39H97N8O20P3 overall. Source: the OMol25 dataset; level of theory: ωB97M-V with the def2-TZVPD basis set.

Output
Multiplicity = 2
Calculated total energy = -4510.96544 Ha
Net charge = +1
HOMO (alpha / beta) = -10.9 / -10.9 eV
Orbital gap (alpha / beta) = 8.41 / 2.77 eV
Maximum force = 6.4 eV/A

XYZ file:
```
167
C39H97N8O20P3 (ωB97M-V with the def2-TZVPD basis set)
C 6.78 4.26 0.95
C 6.85 2.96 0.16
C 6.17 1.70 0.76
C 6.90 1.20 2.06
C 8.40 0.78 1.96
C 8.65 -0.32 0.84
H 7.60 4.56 1.59
H 5.86 4.42 1.51
H 6.85 5.16 0.34
H 6.18 3.30 -0.63
H 7.85 2.75 -0.20
H 6.11 1.00 -0.08
H 5.16 1.83 1.14
H 6.67 2.00 2.77
H 6.26 0.38 2.38
H 9.01 1.61 1.61
H 8.72 0.51 2.96
H 8.02 -1.21 0.86
H 8.62 0.18 -0.13
H 9.63 -0.79 0.92
C -5.62 1.22 2.31
C -5.58 2.67 1.76
O -5.15 3.60 2.43
N -5.80 2.73 0.43
C -5.96 3.93 -0.32
H -4.65 1.15 2.80
H -5.56 0.48 1.51
H -6.42 1.15 3.05
H -5.65 1.86 -0.07
H -5.50 4.82 0.11
H -7.01 4.06 -0.57
H -5.40 3.89 -1.25
C -3.47 -1.38 4.56
C -2.00 -1.35 5.09
O -1.63 -2.15 6.01
N -1.03 -0.57 4.62
C 0.27 -0.51 5.32
H -4.03 -1.02 5.42
H -3.78 -2.40 4.34
H -3.73 -0.76 3.70
H -1.10 0.01 3.79
H 1.04 -1.10 4.82
H 0.22 -0.74 6.39
H 0.66 0.50 5.19
C 1.30 5.01 3.35
C 1.79 6.34 3.89
O 2.99 6.64 3.82
N 0.86 7.09 4.57
C 1.04 8.34 5.24
H 0.44 4.75 3.98
H 1.86 4.08 3.32
H 1.06 5.24 2.32
H -0.09 6.74 4.55
H 1.47 8.09 6.21
H 0.16 8.98 5.31
H 1.71 8.96 4.64
C -5.05 8.11 1.35
C -4.26 7.26 0.32
O -4.47 7.40 -0.88
N -3.39 6.40 0.77
C -2.91 6.07 2.03
H -5.23 7.47 2.21
H -5.96 8.60 1.03
H -4.37 8.88 1.72
H -2.87 6.08 -0.04
H -2.13 6.71 2.45
H -2.25 5.21 1.91
H -3.67 5.85 2.78
C -2.62 -5.33 4.57
C -1.97 -5.78 3.29
O -1.34 -6.77 3.22
N -1.98 -4.94 2.31
C -1.38 -5.17 1.02
H -2.14 -5.86 5.40
H -3.69 -5.51 4.58
H -2.52 -4.26 4.78
H -2.65 -4.19 2.36
H -1.56 -4.49 0.19
H -1.86 -6.10 0.72
H -0.31 -5.32 0.86
C 2.77 -1.62 -0.22
C 2.42 -2.86 -1.02
O 1.55 -3.67 -0.65
N 2.95 -3.12 -2.22
C 2.72 -4.32 -3.03
H 3.68 -1.81 0.33
H 2.07 -1.38 0.58
H 2.89 -0.76 -0.88
H 3.51 -2.40 -2.67
H 2.51 -5.04 -2.23
H 3.69 -4.68 -3.36
H 2.02 -4.30 -3.87
C -1.47 2.14 -4.78
C -1.80 0.67 -4.60
O -2.43 0.20 -3.66
N -1.22 -0.04 -5.57
C -1.50 -1.49 -5.56
H -1.03 2.57 -3.88
H -2.39 2.70 -4.95
H -0.68 2.41 -5.48
H -0.56 0.31 -6.25
H -1.07 -1.94 -4.66
H -0.95 -2.06 -6.31
H -2.58 -1.63 -5.60
C -7.60 -3.15 0.64
C -6.29 -2.88 0.03
O -5.36 -3.61 0.27
N -6.26 -1.78 -0.67
C -5.06 -1.19 -1.33
H -8.23 -2.27 0.78
H -7.40 -3.35 1.69
H -8.11 -3.99 0.18
H -7.14 -1.35 -0.89
H -4.30 -0.96 -0.58
H -5.21 -0.29 -1.93
H -4.67 -1.90 -2.06
C -1.04 -4.82 -3.22
O -1.34 -6.00 -2.50
P -0.69 -7.44 -2.91
O -1.02 -8.01 -4.25
O 0.96 -7.27 -2.67
C 1.91 -8.04 -3.40
O -1.04 -8.45 -1.74
C -2.29 -8.68 -1.24
H -0.34 -4.88 -4.05
H -0.67 -4.07 -2.51
H -1.99 -4.45 -3.60
H 2.07 -9.01 -2.93
H 2.91 -7.63 -3.56
H 1.48 -8.20 -4.39
H -2.73 -9.66 -1.40
H -3.00 -8.02 -1.74
H -2.33 -8.37 -0.20
C 2.04 0.25 -3.07
O 3.24 -0.22 -3.31
P 4.33 0.50 -4.26
O 3.99 0.67 -5.74
O 4.74 1.91 -3.49
C 5.85 2.64 -3.81
O 5.63 -0.40 -3.98
C 5.54 -1.83 -4.02
H 1.66 0.75 -3.96
H 2.09 0.94 -2.22
H 1.37 -0.59 -2.88
H 6.52 2.30 -4.60
H 6.41 2.60 -2.88
H 5.52 3.65 -4.04
H 6.43 -2.23 -4.49
H 4.68 -2.27 -4.53
H 5.52 -2.22 -3.00
C -0.99 -0.98 -1.10
O -0.10 -0.20 -0.26
P -0.46 1.22 0.42
O -1.39 1.15 1.61
O 1.01 1.80 0.62
C 1.62 1.39 1.82
O -0.98 2.16 -0.78
C -2.21 2.86 -0.81
H -0.82 -2.03 -0.88
H -0.57 -0.89 -2.11
H -2.07 -0.94 -1.15
H 2.03 2.24 2.37
H 2.53 0.81 1.62
H 1.07 0.78 2.54
H -2.65 2.84 0.19
H -2.98 2.35 -1.39
H -2.34 3.90 -1.11
```

These are the Löwdin partial charges, in e, on atoms 1 to 2: C -0.123; C -0.255